# C11H19NS

One molecule with the formula C11H19NS at a distorted geometry (ωB97M-V with the def2-TZVPD basis set, OMol25).

For the max |F|, the calculation gives 4.7 eV/A. Its HOMO energy (spin up / spin down) is -6.99 / -6.99 eV. As for the energy above the lowest of the compared OMol25 structures with the same formula, charge and spin: 309.7 kJ/mol. The LUMO energy (spin up / spin down) is 0.461 / 0.462 eV. The electronic energy is -883.2959 hartree. For the gap between HOMO and LUMO (spin up / spin down), the calculation gives 7.4 / 7.5 eV.

Structure (ORCA input):
```
! RIJCOSX wB97M-V def2-TZVPD def2/J DEFGRID3
* xyz 0 1
C 1.33 -0.13 -1.31
C 0.04 -0.46 -1.20
C 1.68 0.63 0.86
C -1.01 0.09 -0.20
C -0.58 -0.27 1.19
C -0.34 -1.29 -2.38
C -1.23 1.59 -0.37
C -2.42 -0.65 -0.36
C -0.41 -1.60 1.69
C -1.03 0.61 2.38
C 3.50 0.95 -0.70
N 2.17 0.38 -0.34
S 2.51 1.25 2.13
H 1.99 -0.29 -2.20
H -1.37 -1.50 -2.45
H 0.27 -2.16 -2.23
H -0.15 -0.98 -3.44
H -0.38 2.18 -0.26
H -1.87 2.08 0.26
H -1.53 1.72 -1.46
H -2.22 -1.72 -0.33
H -2.98 -0.28 -1.16
H -3.02 -0.38 0.47
H -1.24 -2.02 2.23
H 0.46 -1.48 2.39
H -0.06 -2.28 0.99
H -2.10 0.59 2.41
H -0.79 1.70 2.34
H -0.74 0.22 3.31
H 3.30 1.98 -1.34
H 4.02 1.29 0.28
H 4.22 0.19 -1.21
*
```

***

# C4H4O2

A 2-piece molecular cluster, C4H4O2 overall at a distorted geometry (ωB97M-V with the def2-TZVPD basis set, OMol25).

For the max |F|, the calculation gives 5.8 eV/A. Its HOMO energy is -9.28 eV. As for the energy above the lowest of the compared OMol25 structures with the same formula, charge and spin: 440.1 kJ/mol. The LUMO energy is 0.490 eV. The electronic energy is -305.1118 hartree. For the gap between HOMO and LUMO, the calculation gives 9.8 eV.

Structure (ORCA input):
```
! RIJCOSX wB97M-V def2-TZVPD def2/J DEFGRID3
* xyz 0 1
C 1.46 0.32 0.02
C 1.00 -0.83 0.77
C 0.18 -0.21 -0.43
C -1.18 0.37 -0.57
O 2.16 1.28 0.03
O 0.39 -1.60 -0.19
H 0.55 -0.86 2.21
H -1.29 1.25 0.06
H -1.92 -0.38 -0.30
H -1.34 0.66 -1.60
*
```

***

# C9H15N2

A 2-piece molecular cluster, C9H15N2 overall at a distorted geometry (ωB97M-V with the def2-TZVPD basis set, OMol25).

For the max |F|, the calculation gives 6.0 eV/A. Its HOMO energy is -12.09 eV. As for the energy above the lowest of the compared OMol25 structures with the same formula, charge and spin: 942.2 kJ/mol. The LUMO energy is -4.463 eV. The electronic energy is -460.8410 hartree. For the gap between HOMO and LUMO, the calculation gives 7.6 eV.

Structure (ORCA input):
```
! RIJCOSX wB97M-V def2-TZVPD def2/J DEFGRID3
* xyz 1 1
C 2.20 0.62 -0.25
C 2.05 1.77 -0.88
C -0.14 -1.54 -0.01
C 3.00 -1.09 1.10
C 3.11 -0.59 -0.34
C 1.79 -0.53 0.49
C -0.75 0.97 1.46
C -2.61 1.23 -0.10
C -2.39 -1.45 -0.94
N -1.61 0.26 0.53
N -1.21 -0.83 -0.14
H 1.31 2.57 -0.66
H 2.72 2.03 -1.67
H 0.16 -2.38 -0.59
H 3.24 -2.20 1.12
H 3.70 -0.64 1.76
H 3.25 -1.24 -1.27
H -1.02 0.68 2.43
H 0.34 0.76 1.29
H -0.93 2.04 1.33
H -3.22 1.57 0.62
H -2.06 2.05 -0.46
H -3.23 0.75 -1.05
H -2.15 -0.92 -1.94
H -3.44 -1.34 -0.73
H -2.11 -2.56 -1.10
*
```

***

# C12H16N2O

A 2-piece molecular cluster, C12H16N2O overall at a distorted geometry (ωB97M-V with the def2-TZVPD basis set, OMol25).

For the max |F|, the calculation gives 5.7 eV/A. Its HOMO energy is -7.98 eV. As for the energy above the lowest of the compared OMol25 structures with the same formula, charge and spin: 220.7 kJ/mol. The LUMO energy is 0.689 eV. The electronic energy is -651.5595 hartree. For the gap between HOMO and LUMO, the calculation gives 8.7 eV.

Structure (ORCA input):
```
! RIJCOSX wB97M-V def2-TZVPD def2/J DEFGRID3
* xyz 0 1
C -2.90 -1.91 -1.69
C -1.48 0.15 -1.22
C -2.06 -0.85 -2.06
C -0.56 0.95 -2.07
C -1.50 -0.63 -3.35
C -0.85 1.54 0.70
C -0.13 2.42 -0.04
C -1.59 0.41 0.11
C -0.02 2.02 -1.39
N -0.58 0.47 -3.38
H -1.31 1.70 1.67
H 0.30 3.21 0.51
H -2.03 -0.24 0.80
H 0.63 2.66 -1.95
H -2.53 -2.44 -0.71
H -2.98 -2.57 -2.59
H -1.62 -1.12 -4.30
H -0.09 0.81 -4.17
H -3.87 -1.56 -1.41
C 1.06 -1.00 2.67
C 1.35 -2.46 2.97
C 2.39 -0.27 2.48
O 3.51 -0.60 2.93
N 2.37 0.86 1.82
H 0.65 -0.91 1.68
H 0.45 -0.47 3.33
H 2.00 -2.83 2.17
H 0.46 -2.91 3.08
H 3.27 1.37 1.80
H 1.77 1.15 1.08
H 1.99 -2.67 3.83
*
```

***

# C28H26N6O6PTi

C28H26N6O6PTi as an isolated structure (ωB97M-V with the def2-TZVPD basis set, OMol25).

For the max |F|, the calculation gives 0.4 eV/A. Its HOMO energy is -11.62 eV. As for the energy above the lowest of the compared OMol25 structures with the same formula, charge and spin: 0.0 kJ/mol. The LUMO energy is -4.022 eV. The electronic energy is -3053.3980 hartree. For the gap between HOMO and LUMO, the calculation gives 7.6 eV.

Structure (ORCA input):
```
! RIJCOSX wB97M-V def2-TZVPD def2/J DEFGRID3
* xyz 1 1
Ti 0.02 -0.57 0.59
O 2.08 -3.97 -0.64
C 1.78 -2.96 -0.05
N 1.17 -1.83 -0.57
C 1.15 -1.71 -1.96
O 2.02 -2.01 -2.73
C -0.17 -1.17 -2.43
C -0.49 -1.09 -3.77
C -1.76 -0.69 -4.12
C -2.66 -0.39 -3.11
C -2.25 -0.46 -1.80
N -1.01 -0.84 -1.44
C 1.94 -2.84 1.43
C 2.76 -3.69 2.13
C 2.87 -3.52 3.50
C 2.13 -2.51 4.10
C 1.31 -1.72 3.32
N 1.22 -1.87 2.00
H 0.27 -1.36 -4.49
H -2.05 -0.62 -5.16
H -3.68 -0.09 -3.33
H -2.93 -0.18 -1.00
H 3.30 -4.46 1.59
H 3.52 -4.16 4.09
H 2.18 -2.33 5.17
H 0.71 -0.95 3.78
O 1.64 2.29 2.77
C 0.96 1.44 2.28
O 1.25 0.73 1.19
C -0.41 1.00 2.87
O -0.98 1.58 3.74
O -0.86 -0.11 2.26
C -2.77 2.95 0.09
C -2.16 1.80 0.53
N -1.02 1.35 -0.02
C -0.43 2.07 -0.98
C -0.96 3.25 -1.47
C -2.17 3.68 -0.93
C -0.34 4.00 -2.58
C 0.92 4.39 -2.75
C 2.08 4.26 -1.85
C 3.26 4.90 -2.21
C 4.33 4.78 -1.33
N 4.24 4.11 -0.19
C 3.06 3.55 0.07
N 1.98 3.58 -0.71
H -3.69 3.29 0.55
H -2.57 1.21 1.33
H 0.51 1.69 -1.38
H -2.64 4.58 -1.30
H -1.04 4.30 -3.36
H 1.14 4.93 -3.66
H 3.35 5.46 -3.13
H 5.28 5.25 -1.55
H 2.97 3.00 0.99
C -1.33 -3.54 2.54
P -1.66 -2.59 1.03
C -3.37 -2.04 1.30
C -1.76 -3.86 -0.27
H -2.13 -4.25 2.71
H -1.28 -2.85 3.39
H -0.38 -4.08 2.47
H -4.01 -2.88 1.55
H -3.77 -1.54 0.42
H -3.36 -1.33 2.14
H -2.40 -4.68 0.04
H -0.76 -4.25 -0.49
H -2.16 -3.42 -1.19
*
```

***

# C3H7NOS

C3H7NOS as an isolated structure at a distorted geometry (ωB97M-V with the def2-TZVPD basis set, OMol25).

For the max |F|, the calculation gives 7.7 eV/A. Its HOMO energy (spin up / spin down) is -4.67 / -10.02 eV. As for the energy above the lowest of the compared OMol25 structures with the same formula, charge and spin: 294.6 kJ/mol. As for the expectation value of S²: 2.01. The LUMO energy (spin up / spin down) is 0.936 / -1.949 eV. The electronic energy is -646.4443 hartree. For the gap between HOMO and LUMO (spin up / spin down), the calculation gives 5.6 / 8.1 eV.

Structure (ORCA input):
```
! RIJCOSX wB97M-V def2-TZVPD def2/J DEFGRID3
* xyz 0 3
C 0.52 0.22 0.77
C 0.49 -1.24 0.30
C -0.66 0.87 0.21
N -0.83 -1.62 -0.21
O -1.51 0.12 -2.20
S -1.68 -0.44 -0.49
H 0.39 0.28 1.76
H 1.38 0.69 0.46
H 1.11 -1.56 -0.52
H 0.60 -1.97 1.09
H -1.43 1.36 0.85
H -0.32 1.49 -0.55
H -2.02 -0.28 -2.89
*
```

***

Q: Among the records above, which one has the lowest max |F|?
A: C28H26N6O6PTi